1.
A molecular structure, C19H16CuF3NO13. Source: OMol25; level of theory: ωB97M-V with the def2-TZVPD basis set.

Properties
Relative energy (zero: lowest compared OMol25 entry of this formula, charge and spin), kcal/mol: 79.2
Charge: -1
Highest occupied orbital energy, Ha: -0.088
Gap between HOMO and LUMO, eV: 3.631

Last column: Mulliken charge in e.
Element x y z (Å)
Cu1 0.96203 -0.26035 -1.38076  0.95
F1 -5.33530 1.96392 -0.99463  -0.33
F2 -1.86442 2.12029 2.49438  -0.29
F3 -0.73028 -3.12496 4.55139  -0.33
O1 0.28559 2.38642 -1.24578  -0.51
O2 5.03234 1.10561 -1.08835  -0.76
O3 -0.99871 3.95834 -0.30239  -0.39
O4 -0.22355 2.32938 0.88706  -0.21
O5 -1.56152 -0.15394 -0.98420  -0.20
O6 -3.74960 -0.79109 -1.28868  -0.34
O7 3.81725 -1.94894 3.28852  -0.81
O8 3.07474 -0.80640 -1.15735  -0.67
O9 -0.56175 -0.59984 2.53413  -0.12
O10 0.40496 -2.52708 2.65267  -0.27
O11 0.47191 -1.28688 0.69713  -0.35
O12 -3.26881 1.39611 -1.44941  -0.23
O13 5.29705 0.43937 3.57906  -0.75
N1 -0.61909 -1.07930 -3.97447  0.12
C1 -1.14277 2.96535 1.74155  0.26
C2 3.64650 -0.73357 -0.07957  0.39
C3 3.45232 -1.58485 1.10250  -0.65
C4 -0.27514 2.81906 -0.30869  0.59
C5 -0.54600 -2.43945 -3.78015  -0.44
C6 5.24157 0.83276 1.34314  -0.80
C7 -1.88302 3.93941 0.82765  -0.34
C8 -4.88217 -0.23928 -1.83376  -0.36
C9 0.09104 -1.45818 1.85779  0.21
C10 0.57930 -0.53397 -4.04346  -0.91
C11 1.44027 -1.62001 -3.69581  -0.47
C12 4.85130 0.11554 2.45904  0.30
C13 -0.81619 -1.00540 3.80553  -0.62
C14 -4.57353 1.26861 -1.78720  0.29
C15 -2.75789 0.11288 -1.11848  0.48
C16 4.69797 0.51115 -0.00830  0.56
C17 0.75653 -2.75490 -3.56832  -0.42
C18 0.02924 -2.22137 3.92411  0.27
C19 4.01331 -1.14267 2.29842  0.61
H1 -4.92553 -0.57008 -2.87145  0.30
H2 -2.90778 3.59032 0.70076  0.19
H3 0.73971 0.53002 -4.13612  0.53
H4 2.47380 -1.47004 -3.42066  0.54
H5 -1.86255 -1.29614 3.89872  0.29
H6 -0.44561 3.45979 2.41801  0.33
H7 1.08037 -3.75797 -3.33299  0.44
H8 5.79214 1.76185 1.35141  0.34
H9 -1.50996 -0.63172 -4.13606  0.23
H10 -1.90958 4.98343 1.13978  0.29
H11 -0.73753 -0.25509 4.59226  0.30
H12 -5.69371 -0.44693 -1.13635  0.29
H13 -1.49280 -2.95072 -3.68775  0.40
H14 2.81044 -2.45187 1.05072  0.45
H15 -4.77141 1.66529 -2.78298  0.20
H16 1.00451 -2.11191 4.39842  0.41

=====

2.
A molecular structure, C4H5CsMgO. Source: OMol25; level of theory: ωB97M-V with the def2-TZVPD basis set.

Properties
Multiplicity: 2
Relative energy (zero: lowest compared OMol25 entry of this formula, charge and spin), kcal/mol: 0.0
Charge: +1
Highest occupied orbital energy (alpha / beta), Ha: -0.393 / -0.451
⟨S²⟩: 0.75
Gap between HOMO and LUMO (alpha / beta), eV: 7.061 / 7.629

Last column: Mulliken spin population.
Element x y z (Å)
Cs1 -0.66356 1.13731 1.57918  0.01
Mg1 2.79713 2.52643 -0.14751  0.96
O1 1.01158 2.27444 -0.89959  0.03
C1 -1.44038 1.02113 -2.81880  0.00
C2 0.66372 2.63310 -2.17997  -0.01
C3 -2.62284 0.74331 -2.86940  0.00
C4 0.09368 1.49215 -3.00458  0.00
H1 -3.64504 0.40214 -2.89149  0.00
H2 0.69036 0.59619 -2.76882  0.00
H3 -0.41553 3.11936 -2.23162  0.00
H4 1.47341 3.13023 -2.74032  0.01
H5 0.27097 1.69216 -4.07175  0.00

=====

3.
2 unconnected molecules or ions with the total composition C4H8O3. Source: OMol25; level of theory: ωB97M-V with the def2-TZVPD basis set.

Properties
Relative energy (zero: lowest compared OMol25 entry of this formula, charge and spin), kcal/mol: 61.5
Charge: 0
Highest occupied orbital energy, Ha: -0.371
Gap between HOMO and LUMO, eV: 10.456

Last column: Mulliken charge in e.
Element x y z (Å)
O1 -0.14504 -1.30371 -2.44045  -0.62
O2 -0.13408 3.41032 0.15058  -0.49
O3 0.12930 -2.59649 1.21719  -0.52
C1 0.43299 2.29189 0.39757  -0.12
C2 -0.11005 -0.13851 1.23980  -0.29
C3 -0.47802 -1.54224 0.81167  -0.09
C4 -0.02258 0.87929 0.05239  -0.28
H1 -0.95921 0.21631 1.89131  0.27
H2 0.68635 0.58094 -0.78002  0.20
H3 -0.05897 -2.13154 -2.09928  0.30
H4 -1.47351 -1.66279 0.32321  0.38
H5 0.90809 -0.12111 1.74006  0.29
H6 0.74790 -1.08054 -2.86566  0.33
H7 -0.97009 0.85317 -0.53401  0.36
H8 1.44692 2.34500 0.89566  0.29

=====

4.
C4H6N2O2 in the gas phase. Source: OMol25; level of theory: ωB97M-V with the def2-TZVPD basis set.

Properties
Relative energy (zero: lowest compared OMol25 entry of this formula, charge and spin), kcal/mol: 141.5
Charge: 0
Highest occupied orbital energy, Ha: -0.324
Gap between HOMO and LUMO, eV: 9.525

Last column: Mulliken charge in e.
Element x y z (Å)
O1 -0.41777 -0.86042 -1.07083  -0.28
O2 -1.16164 -0.88179 1.30215  -0.41
N1 0.31627 0.19621 -0.42853  0.14
N2 -1.40374 1.74210 -0.09344  -0.65
C1 1.72149 -0.20436 -0.57128  -0.20
C2 2.49282 0.00184 0.66346  -0.61
C3 -0.26298 1.34744 0.04511  0.38
C4 -1.23867 -1.20272 0.07649  0.12
H1 -2.02762 1.24221 -0.64140  0.23
H2 3.57403 -0.27647 0.58206  0.28
H3 0.57451 1.79503 0.63666  0.17
H4 1.99738 0.61299 1.65281  0.16
H5 -2.15777 -1.79414 -0.37421  0.30
H6 2.01105 -0.86316 -1.33536  0.39

=====

5.
16 unconnected molecules or ions with the total composition C56H96F24N8O24. Source: OMol25; level of theory: ωB97M-V with the def2-TZVPD basis set.

Properties
Charge: 0
Highest occupied orbital energy, Ha: -0.331
Gap between HOMO and LUMO, eV: 9.328

Last column: Mulliken charge in e.
Element x y z (Å)
F1 -7.21256 4.18256 1.79955  -0.27
F2 7.32376 -0.70883 3.68097  -0.24
F3 -6.14041 5.58087 3.04484  -0.26
F4 0.85427 2.80711 2.88437  -0.23
F5 -0.05064 -4.00612 2.06886  -0.23
F6 -6.21902 1.86639 -3.75358  -0.33
F7 -0.70035 1.56617 3.73905  0.00
F8 -6.60056 2.45472 -1.72490  -0.15
F9 5.53874 -1.97943 3.97189  -0.25
F10 3.42242 4.63463 -1.93090  -0.30
F11 0.44206 2.93263 4.93352  -0.29
F12 2.24886 5.52772 -0.31429  -0.27
F13 2.70010 3.39208 -0.29476  -0.09
F14 5.31557 0.09322 3.35126  -0.19
F15 -5.96864 3.44583 3.45849  -0.17
F16 -2.06381 -1.21902 1.50247  -0.04
F17 -1.64761 -2.96502 0.28320  -0.24
F18 -6.74418 -0.20988 7.88659  -0.24
F19 1.62688 -2.70669 2.62806  -0.29
F20 1.93952 -4.30270 1.21355  -0.24
F21 -2.87837 -1.45879 -0.54157  -0.10
F22 -6.11742 -2.34675 8.00510  -0.25
F23 -8.24120 1.58169 -2.96470  -0.27
F24 -4.65890 -0.75325 8.01486  -0.24
O1 2.07834 -5.99853 3.36146  -0.35
O2 -2.64730 -2.18930 5.71865  -0.46
O3 -0.73213 0.06723 -1.10173  -0.02
O4 -3.94282 4.96917 1.38870  -0.69
O5 -1.92884 -7.50155 4.75274  -0.73
O6 1.53544 -4.25902 4.66254  -0.44
O7 6.58708 3.43126 -2.90306  -0.96
O8 3.01037 1.85209 -5.86342  -0.84
O9 5.05536 -1.36780 1.09765  -0.27
O10 -6.43049 -0.04335 -0.87991  -0.21
O11 -1.74555 2.80577 -5.22305  -0.50
O12 -0.75738 5.07760 3.79142  -0.38
O13 -1.59419 -2.29472 -2.80826  -0.32
O14 -6.26933 -2.05120 5.34385  -0.58
O15 0.46610 -1.36601 0.04772  0.50
O16 1.09232 3.19691 -2.75074  -0.17
O17 -2.41446 3.56182 3.48712  -0.11
O18 1.16202 -2.55161 -7.27829  -0.66
O19 0.13350 5.00876 -1.72809  -0.28
O20 7.94649 0.51094 0.61250  -0.68
O21 -4.88482 2.88290 1.18945  -0.28
O22 7.09268 -2.25503 1.64366  -0.28
O23 -5.55587 0.06116 5.49237  -0.40
O24 -6.55007 -0.65897 -3.03362  -0.46
N1 4.89268 3.65342 -4.33095  0.03
N2 0.04924 -3.15367 -4.15847  -0.06
N3 -3.46402 1.69584 -4.19793  0.37
N4 -3.76097 -6.41501 5.25873  -0.13
N5 0.96982 1.39153 -4.97028  1.84
N6 8.19818 1.86929 -1.11849  0.05
N7 -0.85674 -3.26804 6.55164  -0.15
N8 3.09396 -1.56993 -6.87239  -0.08
C1 1.27896 3.56686 -5.91743  -1.43
C2 6.09618 -0.95763 3.22194  0.91
C3 -0.56041 -1.52336 4.78726  0.12
C4 -2.69433 1.31378 -2.99567  0.77
C5 -4.71339 -5.35569 5.20109  -0.82
C6 -6.04008 4.37745 2.47734  0.70
C7 -2.81235 2.22127 -5.33708  0.70
C8 -3.52363 2.11811 -6.66668  -1.65
C9 -2.76793 -6.66032 4.38979  0.73
C10 -3.95170 2.44083 0.26898  -0.28
C11 -1.26945 3.86122 3.65770  -0.18
C12 0.96981 -3.22954 -3.01554  -0.58
C13 -0.65343 -0.87063 -0.33478  -0.10
C14 -6.03119 -1.67210 0.92587  -0.83
C15 6.03481 1.83968 0.10093  -0.57
C16 2.70108 -6.72228 4.41195  -0.13
C17 -1.01197 4.88362 -2.68910  0.76
C18 2.35578 4.41419 -1.05182  0.62
C19 -5.85757 -1.12065 7.51544  0.92
C20 1.25837 0.04870 -4.48460  0.81
C21 7.19510 -2.96209 0.36967  -0.09
C22 -6.57228 0.12697 -2.18777  0.32
C23 1.64233 -4.74217 3.59226  -0.06
C24 -6.92363 1.53476 -2.60748  0.80
C25 1.37530 -0.23757 -8.05500  -0.48
C26 6.01853 -1.52086 1.79396  0.16
C27 -2.18182 -2.61845 -5.10188  -1.43
C28 1.84426 2.20132 -5.58041  0.82
C29 1.93596 0.23429 0.92876  -0.16
C30 -5.04446 0.07881 4.18472  -0.11
C31 -1.92021 6.08692 -2.54555  -1.37
C32 4.02942 -6.14010 4.83747  -1.26
C33 -1.24905 -2.62280 -3.91976  0.72
C34 8.67687 -2.89656 0.04342  -0.94
C35 -1.62690 -4.22340 7.31261  -0.64
C36 -1.42235 -2.35312 5.69403  0.03
C37 1.84852 -1.53226 -7.42529  0.58
C38 -5.83793 -1.15319 6.00038  0.39
C39 -0.14021 2.76939 3.80404  0.86
C40 9.59269 1.57254 -1.38693  -0.87
C41 1.29595 -3.97909 2.30976  1.23
C42 -2.60933 2.13655 0.74538  1.53
C43 3.55074 -2.61042 -5.96359  -0.75
C44 1.10667 4.12859 -1.97021  0.28
C45 5.63516 4.68934 -5.09746  -1.08
C46 -6.20115 -1.42399 -0.52626  -0.09
C47 -3.67958 0.62155 4.29843  0.11
C48 7.45617 1.38711 -0.12522  0.44
C49 -2.74541 -5.97698 3.05785  -1.10
C50 1.70997 -0.66276 -0.21587  0.07
C51 -4.80897 4.18446 1.58946  0.48
C52 5.47855 3.02452 -3.29029  0.54
C53 -2.45346 6.41352 4.76624  -1.22
C54 -1.68586 6.17180 3.50017  0.38
C55 4.78035 1.81509 -2.76823  -0.27
C56 -1.82348 -1.66891 0.20423  0.45
H1 -5.12215 -0.92970 3.70873  0.19
H2 1.07124 -0.75149 -5.23183  -0.29
H3 7.74135 2.58446 -1.74695  0.35
H4 5.89301 2.72636 -0.48947  0.42
H5 4.75913 -5.99226 4.07020  0.34
H6 1.95517 4.07673 -6.56907  0.55
H7 1.09425 -0.45198 -9.09621  0.44
H8 -5.70497 0.76651 3.63100  0.18
H9 -6.06240 -2.73639 1.05311  0.45
H10 -3.05044 1.74205 -2.07053  -0.61
H11 -4.43001 1.36686 -4.39078  0.08
H12 -4.57595 2.26242 -6.57798  0.46
H13 -2.53914 5.96790 -3.45096  0.40
H14 -5.23901 -1.73223 -1.00235  0.01
H15 -7.03063 -1.98144 -0.93042  0.51
H16 -1.76701 1.83640 -3.21449  -1.02
H17 -2.27749 -4.82052 6.67624  0.02
H18 -5.11435 -1.22335 1.26471  -0.20
H19 -3.71259 -6.07711 2.59917  0.53
H20 -1.94566 -6.35138 2.37283  0.33
H21 -2.42072 5.86430 2.73419  -0.17
H22 -3.04807 0.15817 4.98515  0.39
H23 -1.01761 6.96988 3.20588  0.40
H24 9.03064 -3.64875 -0.74863  0.34
H25 -2.11761 -1.74873 -5.79326  0.17
H26 -2.60651 1.55677 1.65440  -0.78
H27 -3.11266 5.54480 4.96790  0.19
H28 -1.80174 6.52933 5.57594  0.38
H29 -6.87082 -1.24545 1.44895  0.44
H30 6.60353 4.24187 -5.31104  0.32
H31 -3.48849 1.16576 -7.10168  0.36
H32 2.87568 -2.86091 -5.10765  0.06
H33 -1.96922 -3.53502 -5.67954  0.47
H34 2.28409 -0.01898 -4.14137  -0.14
H35 -3.21742 0.60629 3.26740  -0.65
H36 -4.46785 1.53172 -0.18794  -0.05
H37 -1.30876 6.96332 -2.52466  0.39
H38 5.70994 5.49769 -4.42372  0.34
H39 4.49652 -2.32279 -5.50013  0.40
H40 3.98685 2.07942 -2.04212  -0.11
H41 1.45706 -4.20877 -3.10470  0.44
H42 3.81214 -3.62306 -6.41787  0.28
H43 -4.58692 -4.78452 4.31153  0.21
H44 2.50456 -1.39275 -0.27526  0.40
H45 0.44080 -3.08181 -2.03533  -0.08
H46 0.49135 -1.70269 4.97822  0.38
H47 -0.82479 -1.72936 3.79872  -0.34
H48 2.15839 -0.32393 1.88937  -0.20
H49 -5.75989 -5.62403 5.23526  0.38
H50 -2.07871 3.07855 0.92238  0.11
H51 3.68468 -0.73160 -6.84354  0.27
H52 0.09161 -3.50126 6.38158  0.32
H53 -4.66401 -4.75674 6.07335  0.27
H54 0.58886 -0.21598 -3.63381  -0.82
H55 9.06184 -1.96414 -0.28190  0.10
H56 0.41812 0.11177 -7.59078  -0.04
H57 -2.50269 5.98732 -1.60461  0.22
H58 2.04922 -6.82956 5.26652  0.29
H59 0.11149 1.87600 -4.66792  -0.71
H60 -0.94497 -4.87341 7.85324  0.37
H61 1.11158 0.90268 1.01688  0.18
H62 5.36262 1.08265 -0.17210  -0.27
H63 -2.56161 -4.90413 3.11218  0.14
H64 6.82625 -4.03040 0.51522  0.27
H65 -3.67685 -7.09531 6.04460  0.26
H66 2.84245 0.77596 0.73531  -0.07
H67 -3.06458 7.25074 4.70058  0.44
H68 -2.30361 -3.66375 8.02320  0.24
H69 -1.47406 3.92828 -2.42414  -0.04
H70 -3.92283 3.19019 -0.53660  0.42
H71 4.10862 3.20579 -4.76690  0.03
H72 5.46844 1.20338 -2.20121  0.40
H73 -3.17820 -2.55128 -4.65300  0.33
H74 -3.75999 1.69598 4.53514  0.08
H75 4.96860 4.90759 -5.97748  0.28
H76 5.96437 2.09860 1.16369  0.55
H77 -2.14765 1.63059 -0.05150  -0.42
H78 1.11767 4.20293 -5.05836  0.03
H79 -2.55658 0.24004 -3.02363  0.30
H80 0.32129 3.48584 -6.40846  0.35
H81 10.28890 1.99521 -0.62824  0.27
H82 9.74061 1.81831 -2.46889  0.32
H83 -3.10409 2.80981 -7.37340  0.37
H84 9.22504 -3.08356 0.93264  0.34
H85 3.95699 -5.16034 5.32440  0.35
H86 4.42785 -6.72174 5.65067  0.43
H87 1.68761 -0.13209 -1.16746  -0.39
H88 4.22890 1.17688 -3.50494  0.15
H89 2.20871 0.53365 -7.97909  0.06
H90 1.71766 -2.50225 -3.16660  0.10
H91 2.92636 -7.69206 3.96078  0.31
H92 0.43575 -3.49232 -5.04360  0.24
H93 6.46518 -2.49823 -0.27264  0.19
H94 -0.53909 4.78913 -3.62439  -0.12
H95 9.75670 0.48763 -1.18336  0.18
H96 -0.91030 -0.53241 4.97859  0.16

=====

6.
13 unconnected molecules or ions with the total composition C8H38O12. Source: OMol25; level of theory: ωB97M-V with the def2-TZVPD basis set.

Properties
Relative energy (zero: lowest compared OMol25 entry of this formula, charge and spin), kcal/mol: 38.3
Charge: 0
Highest occupied orbital energy, Ha: -0.327
Gap between HOMO and LUMO, eV: 9.164

Last column: Mulliken charge in e.
Element x y z (Å)
O1 1.49294 -1.16153 -2.96480  -0.72
O2 3.47898 2.18213 -1.30066  -0.63
O3 1.73632 -0.31486 3.98787  -0.65
O4 -4.09253 0.39930 -0.97104  -0.62
O5 1.07062 0.86218 -4.93574  -0.65
O6 -4.29066 -1.10313 1.56993  -0.65
O7 -2.36853 1.53264 -3.14589  -0.64
O8 2.20203 -2.61700 2.58704  -0.60
O9 3.43924 -0.41117 0.09141  -0.49
O10 0.44764 2.29201 -2.74295  -0.58
O11 2.03473 1.70088 2.03731  -0.63
O12 -2.58295 -2.48297 3.05462  -0.61
C1 0.53479 -0.93093 -0.06275  -0.71
C2 0.57276 -3.43504 -0.51166  -0.39
C3 0.16963 -2.02449 -0.74390  0.13
C4 -1.32257 2.26345 0.53230  -0.23
C5 0.22625 0.48158 -0.30562  2.51
C6 -1.22271 3.32276 1.64945  -1.36
C7 -0.66963 0.91329 0.85717  -0.01
C8 -0.22286 -4.17703 0.19172  -0.79
H1 1.04495 0.24308 4.33969  0.28
H2 -1.12494 -3.98793 0.77150  0.27
H3 2.73059 1.73324 2.69368  0.28
H4 -2.39703 2.09484 0.40068  0.22
H5 -2.85657 2.35662 -3.07560  0.31
H6 1.84281 -1.15077 -2.05006  0.39
H7 0.48797 0.09511 -5.08436  0.30
H8 4.07427 -1.12200 0.19705  0.25
H9 -0.03582 -5.22998 0.44228  0.27
H10 1.52445 -3.67744 -1.05934  0.26
H11 2.31240 1.88517 1.13679  0.27
H12 -2.50365 -3.43703 3.02382  0.28
H13 -0.05734 1.11255 1.76101  -0.01
H14 -4.42517 -1.57378 2.40339  0.32
H15 -1.79792 4.23738 1.53422  0.39
H16 1.90210 0.33648 -4.92404  0.31
H17 -0.32895 1.71959 -2.91943  0.24
H18 2.34939 -2.28989 3.48517  0.29
H19 0.92626 -0.38377 -2.87067  0.52
H20 3.98882 2.41112 -2.09017  0.29
H21 -2.65302 0.99439 -2.38287  0.31
H22 0.92011 2.41708 -3.56774  0.34
H23 -1.44889 0.15718 0.98285  -0.29
H24 -0.38252 -1.93500 -1.71658  0.25
H25 -0.16015 3.40449 1.92708  0.29
H26 2.07292 -0.08325 3.11988  0.39
H27 -3.61558 0.17275 -0.16912  0.30
H28 -3.58387 -0.52665 1.88339  0.30
H29 3.69486 0.16746 -0.63087  0.27
H30 -1.46196 2.91351 2.68141  0.29
H31 2.60460 2.28208 -1.76648  0.30
H32 -1.79222 -2.09383 2.65858  0.34
H33 -4.50911 -0.37741 -1.35026  0.28
H34 1.13045 1.09643 -0.44767  -0.68
H35 -1.32457 2.55583 -0.53068  0.45
H36 1.46957 -3.22965 2.71595  0.28
H37 -0.30274 0.53329 -1.29006  -0.64
H38 1.05198 -1.11337 0.89376  -0.19